DFT (ωB97M-V/def2-TZVPD) results for a 13-piece molecular cluster, C58H86N11O19 overall at a distorted geometry.

Results
energy	-116826.962	eV
HOMO level	-9.78	eV
charge	+1
LUMO	-2.55	eV

```
174
Properties=species:S:1:pos:R:3:forces:R:3:lowdin_charge:R:1
C 3.2112 22.1570 5.5891 -0.247 1.411 0.192 -0.11
C 2.9046 20.8495 6.3127 1.206 0.179 1.978 -0.23
C 1.5870 20.7664 7.0549 -3.073 -0.882 -1.683 -0.19
C 0.9744 21.9646 7.7628 -0.106 0.748 -0.414 -0.11
N -0.4096 21.8760 8.4227 -0.764 -2.357 1.008 -0.17
C -0.3794 20.8999 9.6074 -1.203 0.231 1.171 -0.05
C -1.5688 21.3593 10.5551 0.587 0.958 -0.836 -0.12
C -1.4305 22.9108 10.6089 1.380 -1.932 -1.527 -0.09
C -0.8530 23.1837 9.1504 -0.526 0.232 -0.816 -0.04
C -1.4740 21.2707 7.4162 0.825 1.467 0.080 -0.06
C -1.7300 22.1517 6.1701 -0.404 0.342 1.352 -0.21
C -3.0376 21.7604 5.5422 -0.861 -1.154 -1.114 -0.09
H 2.6173 22.5138 4.7476 0.000 -1.124 -0.732 0.08
H 4.2656 22.3799 5.4258 0.071 -0.827 -0.591 0.07
H 3.0123 23.0523 6.1781 -0.350 -0.270 1.018 0.04
H 3.6515 20.7055 7.0933 0.646 0.209 -0.221 0.10
H 2.9469 19.9248 5.7371 0.122 0.333 -0.493 0.08
H 1.3228 19.8240 7.5348 1.021 -0.076 0.595 0.10
H 0.9933 20.5756 6.1609 -1.124 0.343 0.009 0.09
H 0.7710 22.6821 6.9679 0.522 0.616 0.331 0.12
H 1.6918 22.3003 8.5117 -0.290 0.473 0.160 0.11
H -0.5165 19.8531 9.3364 0.336 0.086 -0.401 0.12
H 0.6030 21.0659 10.0496 -0.129 -0.244 0.369 0.14
H -2.5474 21.1764 10.1113 0.122 -0.589 -0.219 0.09
H -1.6139 20.9940 11.5811 0.514 -0.533 -0.322 0.09
H -2.4278 23.2919 10.8288 0.407 0.626 -0.227 0.10
H -0.6863 23.0744 11.3883 -0.173 0.760 -0.090 0.09
H -1.6176 23.5959 8.4919 0.050 0.123 0.195 0.09
H 0.0243 23.8193 9.0299 -0.165 0.184 0.583 0.11
H -2.4089 21.2297 7.9752 0.112 -0.215 0.109 0.12
H -1.0935 20.2705 7.2089 -0.108 0.126 -0.163 0.10
H -0.8732 22.2680 5.5065 -0.127 -0.272 -0.116 0.12
H -2.0522 23.1316 6.5224 0.876 0.429 0.286 0.08
H -3.3469 22.3737 4.6958 0.343 0.364 0.081 0.06
H -3.8611 21.8177 6.2540 0.058 0.040 0.234 0.08
H -3.0628 20.7501 5.1339 0.200 -0.279 0.088 0.08
C 4.0989 19.3436 3.1632 -1.012 -0.252 -2.065 -0.04
C 5.3515 19.0860 3.6230 0.048 -0.929 -0.322 -0.01
C 5.8861 17.7940 3.3504 3.174 2.764 3.823 -0.29
C 5.1646 16.8137 2.8001 -0.619 -1.877 -2.072 -0.02
C 4.0532 17.1518 2.0420 -0.685 1.553 1.176 -0.01
C 3.5313 18.4257 2.2550 -0.729 -0.051 0.650 -0.31
O 2.2392 18.6885 1.7656 1.016 -0.391 0.110 0.00
O 7.1420 17.4947 3.9172 -0.914 -1.366 -1.167 0.02
H 3.5459 20.2623 3.2922 0.173 0.192 0.299 0.11
H 5.8303 19.8486 4.2193 0.478 -0.281 0.090 0.12
H 5.4011 15.7600 2.7919 0.806 0.124 0.174 0.13
H 3.4831 16.4372 1.4669 0.125 -0.258 -0.065 0.12
H 2.0586 17.7894 1.4820 -0.960 0.116 -0.847 0.08
H 7.6532 18.1378 4.4138 -0.799 0.588 -0.132 0.10
C -3.5727 26.9812 7.2858 -0.128 1.257 -1.849 0.00
C -4.1381 27.4501 6.0629 0.875 -2.150 -0.182 0.03
C -3.5971 27.0065 4.8141 -3.010 2.831 0.745 -0.28
C -2.5403 26.1543 4.7874 0.650 -1.084 -0.696 -0.05
C -1.9098 25.7635 5.9468 -0.749 1.275 2.266 -0.01
C -2.3849 26.2726 7.2142 1.616 -0.621 -1.113 -0.28
O -1.5944 26.0675 8.3721 -1.253 -0.283 -0.161 -0.02
O -4.1817 27.4476 3.6066 1.150 -1.472 0.351 0.02
H -4.0436 27.3745 8.1746 0.352 -0.304 0.387 0.12
H -5.0964 27.9465 6.1026 0.105 0.363 -0.125 0.11
H -2.2310 25.7166 3.8498 0.179 0.250 -0.226 0.12
H -1.0098 25.1678 5.9081 0.018 -0.095 0.064 0.11
H -0.6819 26.3337 8.2372 -0.074 0.143 -0.321 0.10
H -4.7769 28.2007 3.6217 0.097 0.078 0.822 0.11
C -6.0683 19.5595 7.5107 -0.461 -1.396 -0.005 -0.02
C -6.4656 20.8536 7.5755 0.873 1.130 -0.350 -0.01
C -6.0822 21.6178 8.6716 -0.951 2.469 -2.039 -0.33
C -5.5286 21.0874 9.7617 1.208 -1.212 1.105 -0.04
C -5.1949 19.7157 9.7686 -0.788 0.055 -0.889 0.01
C -5.5095 18.9275 8.6175 0.644 2.202 1.791 -0.34
O -5.1774 17.6421 8.4980 -0.286 -0.970 -0.147 0.04
O -6.2939 22.9933 8.5276 -1.170 -0.664 -0.203 0.01
H -6.2432 18.9335 6.6482 -0.171 0.037 -0.205 0.13
H -6.8296 21.4028 6.7198 -0.337 -0.200 -0.110 0.12
H -5.2836 21.7917 10.5429 0.129 -0.288 0.476 0.12
H -4.7555 19.3320 10.6775 0.115 -0.498 -0.119 0.10
H -4.8886 17.2936 9.3446 0.451 -0.270 0.197 0.10
H -5.5635 23.5928 8.6971 0.624 -0.424 0.345 0.04
C -7.1143 26.6675 11.1610 1.100 -0.806 -0.035 -0.01
C -6.4493 25.8402 10.2683 -1.126 0.038 -1.440 0.00
C -5.1375 25.4355 10.4152 -0.540 0.581 0.788 -0.36
C -4.4626 25.6487 11.5843 -2.242 1.208 0.449 0.00
C -5.1534 26.4513 12.5392 0.841 -0.394 0.282 0.03
C -6.4429 27.0144 12.3041 1.011 1.029 -0.548 -0.30
O -7.0462 28.0387 13.0182 0.746 -0.828 1.935 0.02
O -4.4527 24.8175 9.4258 -0.018 -0.983 -1.573 0.00
H -8.0816 27.1282 11.0248 -0.141 -0.393 -0.431 0.13
H -6.9983 25.5624 9.3807 0.183 -0.106 -0.327 0.12
H -3.4964 25.1672 11.5518 0.371 0.403 1.264 0.10
H -4.5876 26.5530 13.4535 -0.413 0.687 0.353 0.10
H -7.2357 28.8554 12.5504 0.285 -0.373 -0.564 0.11
H -3.5454 25.1307 9.4075 0.195 0.081 0.005 0.07
C 0.0027 24.8047 13.8671 1.922 0.299 0.365 -0.03
C -1.3217 24.6388 14.1475 0.307 -0.579 -1.062 0.00
C -1.6985 23.2985 14.2273 -1.597 -1.840 -0.322 -0.29
C -0.8157 22.2314 13.9603 -0.894 1.040 0.657 -0.04
C 0.5325 22.4805 13.8156 0.411 -0.956 0.165 -0.02
C 0.9385 23.7744 13.8050 -0.212 1.354 -0.118 -0.35
O 2.2636 24.1341 13.8040 0.639 -0.711 -0.130 0.04
O -3.0307 23.0093 14.5020 0.083 1.338 -0.127 0.03
H 0.5390 25.7415 13.8307 -0.715 0.692 -0.056 0.12
H -1.9381 25.5188 14.0381 -0.597 -0.335 0.682 0.12
H -1.2164 21.2299 13.9051 0.038 -0.141 0.221 0.09
H 1.2634 21.6854 13.8131 0.003 -0.174 -0.289 0.13
H 2.4610 24.7632 13.1062 -0.130 0.158 0.045 0.10
H -3.3302 22.0972 14.4897 0.737 -0.179 -0.107 0.10
C -4.6574 24.3008 2.4217 1.603 -1.810 0.440 -0.04
C -3.6961 23.3750 1.9853 0.111 1.282 0.575 -0.02
C -3.7752 22.7842 0.7361 0.383 0.107 -0.290 -0.32
C -4.9083 22.9744 -0.0586 0.268 0.822 1.135 0.02
C -5.8647 23.8663 0.4295 -0.277 -1.803 -1.570 0.00
C -5.7460 24.4623 1.6545 -0.233 0.923 -1.037 -0.44
O -6.7116 25.2971 2.0352 -1.468 0.961 0.457 0.08
O -2.6796 22.0814 0.2728 -0.021 -0.339 0.377 0.03
H -4.5584 24.8125 3.3676 0.092 0.021 0.094 0.10
H -2.8304 23.3523 2.6307 0.436 -0.619 -0.379 0.10
H -4.9928 22.4841 -1.0172 -0.114 0.027 -0.023 0.12
H -6.7853 23.9360 -0.1308 -0.100 0.453 0.017 0.13
H -6.4431 25.6589 2.8829 -0.226 0.313 0.172 0.11
H -2.3998 22.4403 -0.5725 -0.117 -0.017 -0.132 0.11
C 5.2007 14.8277 8.1926 0.394 1.239 -0.192 -0.01
C 4.0250 14.9278 8.9061 -1.418 1.196 -0.479 -0.02
C 3.1435 15.9810 8.6399 0.655 1.912 -1.175 -0.32
C 3.4231 17.0279 7.7253 2.322 -1.455 -0.856 0.02
C 4.6465 16.9344 6.9930 0.337 -1.587 1.384 0.01
C 5.5471 15.8597 7.2736 -0.950 -1.061 -0.335 -0.28
O 6.6966 15.7389 6.5033 -0.526 0.897 0.284 0.02
O 1.9856 16.1507 9.3365 -0.093 -0.488 0.679 0.01
H 5.8864 14.0274 8.4288 0.171 -0.068 -0.230 0.11
H 3.6151 14.2800 9.6669 0.673 -0.669 0.016 0.12
H 2.7847 17.8741 7.5184 -0.380 -0.155 0.361 0.09
H 5.0018 17.6212 6.2390 -0.334 0.314 -0.038 0.09
H 7.0090 14.8346 6.4243 -0.204 -0.120 0.298 0.10
H 2.1947 15.8993 10.2391 -0.450 0.024 0.406 0.11
C -1.8918 17.2485 8.6713 2.513 -1.310 1.080 -0.70
O -2.5543 16.9582 9.6391 -1.019 -0.543 2.256 0.02
N -0.5350 17.0169 8.5801 -0.708 0.344 -0.566 0.18
N -2.4641 17.8547 7.6416 0.235 0.428 -1.172 0.18
H 0.0271 16.4603 9.2081 -0.622 0.172 0.083 0.08
H -0.1235 17.2208 7.6806 0.237 -0.113 0.252 0.05
H -3.3523 18.2066 7.9692 -0.072 0.435 -1.090 0.08
H -1.7617 18.2287 7.0196 -0.700 0.716 -0.398 0.05
C 5.1139 23.0421 9.2193 3.038 -3.572 1.860 -0.68
O 6.0570 22.5564 9.8789 -1.294 1.337 -1.679 0.03
N 4.9633 23.0115 7.8722 0.895 0.663 -1.111 0.14
N 3.9485 23.2971 9.7795 -2.906 1.505 1.744 0.15
H 5.8049 22.8230 7.3465 -0.020 0.363 -0.004 0.12
H 4.3812 23.7793 7.5695 0.326 -0.215 -0.694 0.09
H 3.3027 23.8830 9.2700 -0.106 -0.161 0.399 0.09
H 3.8343 23.2274 10.7806 0.306 0.198 -0.174 0.12
C 0.1079 18.0059 4.9914 -0.601 -0.522 0.622 -0.68
O 0.0682 18.2793 6.1941 0.833 0.453 0.286 -0.04
N 1.1616 17.6952 4.2816 3.007 0.044 -0.496 0.22
N -1.0370 17.8927 4.3416 -2.930 -0.105 -0.630 0.19
H 1.1713 17.7421 3.2727 -0.281 0.146 0.261 0.09
H 2.0680 17.8767 4.6886 -0.016 -0.097 0.039 0.11
H -1.1499 17.4616 3.4351 0.319 0.039 0.185 0.12
H -1.7558 17.6604 5.0121 -0.510 0.156 -0.441 0.10
C -0.2103 18.2569 13.0085 0.597 -0.633 -2.050 -0.71
O 0.6327 18.0730 12.0999 -1.920 0.217 0.665 -0.01
N -1.5557 18.3754 12.8942 -0.865 0.356 -1.406 0.16
N 0.1960 18.2694 14.2559 1.723 0.224 2.058 0.15
H -1.9759 18.0131 12.0503 -0.125 0.244 -0.085 0.09
H -2.1399 18.7417 13.6322 0.228 -0.471 -0.172 0.10
H -0.3778 18.4280 15.0718 0.344 -0.375 -0.224 0.11
H 1.1520 17.9436 14.2607 0.000 0.385 1.003 0.12
C -7.2983 21.2010 3.4600 -0.159 -0.859 -0.238 -0.77
O -8.1884 20.4402 3.6877 -1.417 -2.327 1.623 0.06
N -5.9999 21.0414 3.7271 2.954 0.189 0.668 0.18
N -7.5728 22.2526 2.7272 -0.853 3.793 -1.958 0.18
H -5.3708 21.7597 3.3981 -0.083 -0.077 -0.006 0.07
H -5.5653 20.4237 4.3977 -0.865 -0.179 -0.167 0.09
H -6.9793 23.0563 2.5795 0.006 -0.564 0.284 0.06
H -8.5537 22.4597 2.6040 0.170 -0.310 0.015 0.13
```
Positions in Å, forces in eV/Å.